1.
# C3H5Cl

A single C3H5Cl molecule at a distorted geometry (ωB97M-V/def2-TZVPD, the OMol25 dataset).

As for the SMILES: C=C(C)Cl. Its HOMO energy is -9.82 eV. The calculation puts the LUMO energy at 0.036 hartree. As for the total energy: -577.451952 hartree. The energy relative to the best compared isomer or geometry (same formula, charge and spin) comes out at 13.3 kcal per mole.

Structure (XYZ):
```
9
Properties=species:S:1:pos:R:3:forces:R:3:mulliken_charge:R:1
Cl -0.5033 -0.7266 -1.9962 0.9126 0.4422 0.8978 -0.26
C -1.0046 0.0496 0.5045 0.3963 4.0518 -1.7626 -1.21
C 1.4523 0.0429 -0.1938 0.7512 0.4241 -0.3937 -0.59
C 0.1641 -0.1339 -0.3820 -1.2501 -0.3356 -1.8948 0.52
H -1.5488 -0.7822 0.5154 -2.5565 -3.3371 -0.1752 0.38
H 2.1955 -0.0698 -1.0658 -1.1190 0.1339 1.9362 0.25
H -1.6720 0.9641 0.3119 0.9424 -1.3956 -0.6102 0.27
H 1.6667 0.4133 0.8432 0.4815 -0.3972 -1.2757 0.23
H -0.7500 0.2428 1.4629 1.4417 0.4135 3.2781 0.40
```
Forces are in eV/Å.

2.
# C23H55NO16P2

6 unconnected molecules or ions with the total composition C23H55NO16P2 at a distorted geometry (ωB97M-V/def2-TZVPD, the OMol25 dataset).

Its HOMO energy is -4.90 eV. The calculation puts the LUMO energy at 0.015 hartree. As for the total energy: -2850.650707 hartree.

Structure (XYZ):
```
97
Properties=species:S:1:pos:R:3:forces:R:3:mulliken_charge:R:1
P 2.9870 0.6024 -2.5087 0.2037 -2.3247 -0.8350 -0.11
P -2.5723 1.4361 -2.9835 0.4017 -0.6519 -0.9643 -0.24
O 3.5714 2.9369 1.4202 -1.5612 0.4485 -0.4448 -0.64
O -1.9260 0.9355 -1.7531 -0.6537 -0.4501 -0.5895 -0.06
O 3.8388 -0.7673 -2.3684 -0.8937 1.2090 -1.3462 -0.42
O 2.5458 0.6248 -4.0729 0.4648 -0.4097 1.3046 -0.24
O 2.5302 1.0175 1.9081 -1.2706 -0.4747 0.3692 0.04
O -1.5162 1.9304 -4.0772 -1.6937 0.7895 0.4144 -0.37
O -0.1653 -2.4480 -0.9984 -0.3649 0.2866 1.0731 -0.89
O 1.2717 2.5486 1.1423 1.1589 -1.0545 0.4612 0.34
O 1.8620 0.6451 -1.5375 1.2205 0.9598 -1.3346 -0.21
O -0.1085 0.1001 0.0305 -0.0312 1.2801 1.7818 1.88
O -2.5246 3.3515 3.2188 0.2954 -0.8358 0.8656 -0.36
O 4.1439 1.6832 -2.4235 -0.2332 0.1431 0.3982 -0.25
O -3.3449 2.7828 -2.7430 0.7323 0.1241 -0.7012 -0.33
O -3.5885 0.3924 -3.8327 0.8943 2.8450 2.0223 -0.33
O -2.3096 1.6835 1.5985 -0.8825 1.2087 2.0350 -0.47
O -4.0910 1.9108 2.9949 -1.4794 -0.3675 0.5757 -0.35
N -0.1258 -2.7285 0.4057 -0.6182 2.0950 0.8083 1.27
C -0.2368 1.3651 -4.1485 0.3798 -1.2962 -0.8672 -0.45
C 4.0971 1.0908 3.8330 0.3551 -0.0142 -0.6026 -1.45
C -0.1205 -3.8066 3.1160 1.4107 -1.4931 -2.0484 -1.03
C 2.5459 2.2851 1.4814 1.3406 -1.7533 0.5493 0.28
C 1.0246 3.7531 0.5398 -0.3858 2.5635 -0.5534 -0.96
C 2.3732 -2.7872 0.5067 0.4062 0.0971 -1.7251 -1.81
C -4.9212 0.9226 2.3815 -0.7929 -1.9631 -1.6518 0.19
C 1.1273 -4.9365 0.3465 -0.0736 0.5162 -0.0525 -1.91
C 4.6681 -0.9046 -1.2555 0.8676 -0.6276 1.9361 -0.34
C 3.4812 0.7790 -5.1764 0.1985 0.2447 0.2492 -0.83
C -4.6126 2.8417 -2.1451 -1.1056 -1.2181 0.0051 -0.69
C 1.0648 -3.4277 0.8581 -0.5011 -1.5704 0.6650 1.56
C -6.1566 1.4421 1.6265 0.4606 0.3872 0.4338 -0.97
C 3.7694 3.0178 -2.0632 -0.9153 0.5158 0.1803 -0.49
C -2.4438 -1.7016 0.9102 1.2558 1.3736 -0.4329 -2.48
C -2.9081 2.2249 2.5330 2.0943 0.5066 -1.9845 0.66
C -2.1441 -4.1470 0.5863 0.0650 -0.8261 1.1410 -1.87
C 3.6487 0.3821 2.5321 0.8548 0.7908 0.4238 -0.05
C 1.1947 -3.4125 2.3650 -2.0263 -0.5641 2.7154 -1.19
C -1.1677 3.8967 3.1531 -0.5603 -0.5965 -1.9793 -0.42
C -1.4948 -2.8796 1.1174 1.5122 -1.0075 -1.5591 2.59
C -3.2008 -0.9737 -3.8440 0.4704 -0.3917 -0.1982 -0.32
C -1.1988 -2.8896 2.5921 0.3467 0.0436 2.0077 -1.41
H 4.4135 0.2925 1.7607 0.4612 0.4144 0.2517 0.22
H 0.0167 1.2216 -5.1989 -0.0526 0.3913 -0.1895 0.29
H -5.8105 2.0793 0.8128 -0.3508 0.5866 0.2895 0.06
H 1.3459 -2.4624 2.8773 0.7096 0.7663 -0.9642 -0.02
H -2.5141 -1.3951 -0.1335 -0.1450 -0.2907 -0.1965 -0.01
H 5.0645 0.6910 4.1372 -0.0290 -0.2428 0.0532 0.44
H 3.4016 0.9581 4.6617 -0.1394 -0.1458 -0.1969 0.32
H 1.9954 -4.0611 2.7203 0.1315 -0.1622 -0.2951 0.52
H -1.1502 4.2739 2.1306 0.5381 0.3400 0.1246 0.18
H -0.9736 4.7111 3.8510 -0.8415 -0.2678 0.1940 0.31
H 0.0683 -3.8441 4.1889 -0.4056 0.3934 0.0549 0.46
H -0.2437 -4.8375 2.7840 -0.6856 -0.3354 0.3093 0.40
H 1.8515 4.1428 -0.0540 0.0737 -0.3691 -0.1813 0.22
H -0.9335 0.5511 -0.1639 -0.8854 0.6310 -0.4015 0.28
H 3.2111 -3.3231 0.9526 -0.0940 -0.1985 0.2734 0.56
H 2.4247 -1.7576 0.8610 -0.1258 0.1852 -0.4331 -0.25
H 3.2912 0.0548 -5.9686 -0.5750 0.0393 0.2467 0.29
H -5.1972 3.5736 -2.7025 -0.0714 -0.1064 0.2924 0.31
H -4.4176 0.2724 1.6662 0.9317 0.6293 -0.0857 -0.13
H 2.0594 -5.4221 0.6357 0.0650 -0.0261 0.2654 0.42
H 0.8488 4.5274 1.2865 0.0260 0.0644 0.2030 0.37
H 1.0915 -5.0064 -0.7407 -0.0280 0.4923 -0.1253 0.34
H -6.7369 0.6725 1.1176 0.4674 -0.5862 0.2114 0.38
H 3.8169 3.1766 -0.9859 0.5921 -0.1165 -0.0384 0.07
H -4.6346 2.9998 -1.0669 0.6378 0.5942 -0.0612 0.14
H 3.4187 -0.6563 2.7708 -0.8002 0.1902 -0.1622 0.23
H 5.7215 -1.0860 -1.4688 0.0594 0.6884 -0.7898 0.32
H -0.3318 0.3368 -3.7996 0.8717 0.1229 0.6897 0.35
H 0.5422 1.9884 -3.7095 -0.3754 -0.2557 0.4069 0.14
H -2.6069 -1.1045 -4.7485 0.2114 -0.3600 0.1309 0.24
H 4.5586 -0.0637 -0.5706 0.2217 0.0845 -0.0097 0.06
H 4.5291 0.6253 -4.9186 -0.1135 0.0695 0.5344 0.32
H -2.6325 -1.1944 -2.9404 0.0704 -0.3894 -0.1022 0.02
H -1.9732 -0.8630 1.4233 -0.0963 0.3065 0.0049 0.35
H -3.2136 -4.0884 0.7881 -0.2094 -0.2944 -0.4801 0.48
H -1.7637 -4.9709 1.1900 -0.1364 -0.2732 0.1330 0.30
H 4.4576 -1.7986 -0.6685 -0.8127 -0.0138 -0.2181 0.12
H -5.0197 1.8351 -2.2408 -0.7574 0.1411 -0.2154 0.36
H -3.4439 -1.7430 1.3417 0.0514 -0.8006 0.0141 0.74
H 0.5761 0.3993 -0.5724 1.2208 0.6549 -0.9888 0.53
H 2.7144 3.1717 -2.2899 -0.1179 0.1102 -0.2939 0.22
H -0.3610 3.1678 3.2314 -0.3931 -0.3882 0.1819 0.19
H 4.3439 3.7505 -2.6300 0.2072 -0.3111 0.1368 0.38
H -0.7975 -1.9125 2.8610 -0.2340 0.5103 -0.2020 0.21
H 3.3593 1.7997 -5.5390 0.0190 -0.1267 -0.1495 0.29
H 0.2857 -5.5452 0.6768 0.0498 0.1101 0.3267 0.34
H 0.1110 3.7133 -0.0534 0.1395 -0.4334 -0.0789 0.34
H 2.4944 -2.9274 -0.5674 0.1894 0.7965 -0.2440 0.59
H -1.8625 -4.4315 -0.4275 -0.3349 0.6968 -0.1871 0.32
H -5.2764 0.1422 3.0545 0.2932 0.6803 1.0658 0.36
H -6.8715 1.8667 2.3314 0.1514 0.7033 -0.2784 0.32
H -0.2352 -0.8152 -0.2297 -0.1514 -3.5505 -0.9741 -0.21
H 4.2764 2.1579 3.7016 -0.1902 -0.0357 -0.2193 0.34
H -2.0752 -3.0032 3.2303 -0.5330 -0.0796 -0.3350 0.43
H -4.0808 -1.6122 -3.9217 -0.0519 0.2291 0.1571 0.27
```
Forces are in eV/Å.

3.
# C43H46O3P3SiW

A molecular structure, C43H46O3P3SiW (ωB97M-V/def2-TZVPD, the OMol25 dataset).

Its HOMO energy (spin up / spin down) is -16.59 / -16.51 eV. Its net charge is +3. The calculation puts the LUMO energy (spin up / spin down) at -0.335 / -0.356 hartree. As for the total energy: -3271.676536 hartree. As for the spin multiplicity: 3.

Structure (XYZ):
```
97
Properties=species:S:1:pos:R:3:forces:R:3:mulliken_charge:R:1
W -0.1467 -0.0603 0.8167 0.1898 -0.6146 0.2384 0.06
P 2.2268 0.6379 0.6638 -0.1119 0.1351 -0.0849 0.93
P 0.2668 -1.4950 -1.1664 -0.2326 -0.1743 -0.0909 0.31
P -2.5148 0.5762 0.3953 0.1093 0.2218 0.2844 1.80
Si -0.1533 2.5055 0.4501 0.0445 -0.1774 -0.0070 1.71
O -1.1167 -2.2291 -1.0409 -0.1823 -0.2315 0.0830 0.32
O 0.4878 -1.0300 -2.6426 0.1265 0.1878 -0.1223 -0.27
O 1.3885 -2.5483 -0.9207 0.2202 -0.0131 -0.0405 -0.23
C -4.1248 0.8764 -1.7692 -0.0242 -0.0111 -0.0490 -0.79
C -1.8090 3.1084 1.0712 -0.0751 0.2355 0.0797 0.65
C 2.5186 2.3527 1.0970 0.1189 0.0022 0.0400 0.62
C -4.2166 2.6785 1.0431 -0.0158 -0.0191 0.0170 -0.77
C 1.3926 3.1690 1.2494 0.0863 0.1591 0.0509 0.42
C 2.8740 4.9432 1.9683 -0.0063 -0.0244 -0.0011 -0.98
C 4.4040 0.3111 -2.7302 0.0416 -0.0181 0.0479 -0.77
C 3.1617 0.0630 3.2611 -0.1551 -0.0809 0.1478 -0.76
C 1.5946 4.4767 1.6975 0.0261 -0.0476 -0.0237 -0.64
C -1.7317 -3.3097 -1.8555 0.0349 0.2105 0.0635 -0.21
C -0.7508 -4.2200 -2.5358 -0.0378 -0.0759 -0.0565 -1.40
C 3.3771 0.5776 -1.8409 -0.0098 0.0027 -0.0246 -0.26
C 5.5367 -0.3717 -2.2961 -0.0131 0.0175 -0.0365 -0.72
C -4.4513 3.9510 1.5324 0.0111 0.0257 0.0059 -0.87
C -0.4305 -0.1324 -3.3594 -0.0169 -0.1519 0.1209 0.79
C 2.6406 -2.8369 -1.6749 -0.1251 0.0561 0.0462 0.49
C -0.5919 -0.6433 -4.7643 -0.0266 0.0275 -0.0615 -1.55
C -5.5340 -0.8280 -2.7058 -0.0153 -0.0204 -0.0112 -0.69
C -2.3708 -1.4175 4.5464 -0.0087 -0.0112 -0.0250 -0.96
C -3.5993 -1.1608 2.4672 0.0356 -0.0899 -0.0914 -1.09
C -2.0765 4.3869 1.5705 -0.0240 -0.0740 -0.0285 -0.81
C -4.1529 -1.3466 -0.8066 -0.0099 -0.0598 -0.0109 -0.76
C 3.8104 2.8290 1.3165 -0.0046 -0.0137 0.0034 -0.75
C -3.3815 4.7986 1.8010 -0.0125 -0.0165 -0.0029 -0.98
C -3.4881 -1.6788 3.7464 0.0124 -0.0101 0.0380 -0.78
C -1.3485 -0.6193 4.0734 -0.0774 -0.1524 -0.0831 -0.24
C 1.5723 -1.4885 2.3063 -0.0234 0.0234 -0.1657 -0.45
C 2.3716 -1.8350 4.5355 0.0244 0.0495 0.0278 -0.82
C 3.4774 0.1469 -0.5163 0.0485 -0.0765 -0.0317 1.10
C -2.5895 -0.3362 1.9688 -0.0431 -0.0044 -0.0507 0.23
C 2.3879 -0.3517 2.1729 -0.0294 0.2120 0.0527 0.54
C 5.6456 -0.7867 -0.9765 -0.0275 -0.0060 0.0225 -0.65
C 4.6154 -0.5313 -0.0810 0.0617 -0.0112 -0.0239 -0.64
C -1.4586 -0.1071 2.7788 0.0956 0.2671 0.0787 -0.35
C 3.1716 -0.6955 4.4194 -0.0352 -0.0450 0.0143 -0.74
C -5.0454 0.4719 -2.7228 0.0141 -0.0054 0.0275 -0.83
C 1.5548 -2.2242 3.4904 0.0148 0.0446 -0.0272 -0.85
C -2.9009 2.2720 0.8232 -0.0501 -0.0391 0.0320 0.58
C 3.9817 4.1295 1.7608 0.0094 0.0403 0.0126 -0.94
C -3.6799 -0.0337 -0.8037 -0.0170 0.0090 -0.1257 0.95
C 2.6488 -4.2523 -2.1773 0.0497 -0.0461 -0.0201 -1.52
C -5.0904 -1.7347 -1.7498 0.0231 0.0233 -0.0188 -0.92
C -0.0807 2.9210 -1.3591 -0.0138 0.0787 -0.1433 -1.03
H -0.4912 -0.3778 4.6862 -0.0082 0.0191 0.0104 0.71
H -3.7743 1.9016 -1.7693 0.0126 0.0020 0.0214 0.46
H -0.9043 2.4799 -1.9220 -0.0192 0.0086 -0.0206 0.18
H -1.2767 5.0849 1.7701 0.0206 -0.0012 0.0021 0.34
H -6.2703 -1.1349 -3.4367 0.0037 -0.0034 0.0004 0.47
H 6.5338 -1.3061 -0.6428 -0.0039 0.0013 0.0093 0.49
H -0.9748 -1.6636 -4.7693 -0.0055 0.0005 0.0052 0.28
H 0.9382 -3.1093 3.5718 0.0030 -0.0069 -0.0088 0.59
H -1.3292 -4.9762 -3.0696 0.0183 0.0018 -0.0177 0.51
H -3.8004 -2.0653 -0.0788 0.0214 0.0109 -0.0182 0.53
H 2.5088 1.1298 -2.1808 -0.0310 -0.0113 0.0213 0.11
H -4.2974 -2.2768 4.1449 0.0086 -0.0091 0.0049 0.51
H 4.3341 0.6443 -3.7569 -0.0112 0.0073 0.0002 0.49
H 3.0116 5.9577 2.3177 -0.0002 0.0017 -0.0035 0.49
H -4.4895 -1.3512 1.8830 0.0099 0.0097 0.0243 0.59
H 3.4265 -2.6704 -0.9476 0.0349 -0.0054 0.0239 0.18
H 0.0211 0.8553 -3.3215 -0.0083 0.0432 -0.0578 0.16
H -2.3202 -1.8250 5.5472 -0.0132 0.0039 0.0014 0.49
H 4.6756 2.1991 1.1432 -0.0153 -0.0169 -0.0019 0.51
H -3.5702 5.7925 2.1847 0.0067 0.0011 0.0008 0.49
H 4.7071 -0.8590 0.9473 -0.0103 -0.0060 0.0038 0.42
H 3.8077 -0.4027 5.2443 -0.0035 0.0018 0.0024 0.51
H 0.3535 -0.6170 -5.3035 0.0061 -0.0208 0.0103 0.36
H -2.3773 -2.7879 -2.5581 -0.0268 -0.0345 -0.0673 0.38
H 1.0444 -1.9343 1.4532 0.1753 -0.0929 -0.2386 0.40
H -0.1796 4.0093 -1.4313 0.0134 -0.0112 -0.0442 0.58
H -5.3959 1.1751 -3.4658 0.0010 0.0041 0.0026 0.51
H -5.4650 4.2824 1.7120 0.0007 0.0022 -0.0007 0.48
H -0.1123 -4.7353 -1.8229 0.0034 0.0088 0.0296 0.30
H 1.9657 -4.4087 -3.0077 0.0066 0.0033 0.0090 0.32
H 3.7584 0.9631 3.2049 0.0015 0.0097 -0.0434 0.49
H -5.4803 -2.7439 -1.7400 0.0018 0.0006 0.0061 0.50
H -0.1366 -3.6969 -3.2683 -0.0269 0.0254 0.0155 0.22
H 2.3945 -2.4175 5.4470 0.0141 0.0048 0.0033 0.48
H 4.9770 4.5124 1.9415 -0.0013 -0.0023 0.0037 0.46
H 2.4208 -4.9568 -1.3779 0.0040 0.0028 0.0001 0.32
H -5.0496 2.0137 0.8476 0.0172 -0.0201 -0.0115 0.56
H 6.3430 -0.5705 -2.9896 -0.0031 0.0035 -0.0023 0.47
H 0.8668 2.6492 -1.8248 0.0089 -0.0132 -0.0099 0.35
H -1.3048 -0.0124 -5.2964 0.0205 0.0082 -0.0073 0.46
H -1.3856 -0.1144 -2.8250 0.0120 0.0078 -0.0005 -0.19
H -2.3489 -3.8526 -1.1440 -0.0016 0.0232 0.0092 0.39
H 3.6570 -4.4733 -2.5324 -0.0081 0.0028 -0.0030 0.48
H -0.7702 0.7531 2.5586 -0.1826 0.3510 0.2820 0.18
H 0.7645 5.1571 1.8186 -0.0121 0.0097 -0.0006 0.32
H 2.7224 -2.0988 -2.4688 -0.0078 -0.0333 -0.0218 0.18
```
Forces are in eV/Å.